ORCA calculation (ωB97M-V with the def2-TZVPD basis set) on a cluster of 3 separate species, C5H15NO2 in total at a distorted geometry.

Calculated values
orbital gap = 9.523 eV
LUMO = 0.75 eV
HOMO level = -8.8 eV
total charge = 0
SMILES = CCC/C=C/N.O.O

Bonds (Å) are listed after each position.
Geometry (Å):
1 O 1.55765 -0.75892 -1.63747  H15 0.944, H23 0.877
2 O -0.22666 -2.83191 -1.84300  H19 0.992, H22 0.983
3 N -0.06315 2.16588 -1.67488  C6 1.476, H18 1.058, H20 1.038
4 C 0.23268 -1.23063 0.80919  C8 1.558, H11 1.035, H14 1.090, H16 1.047
5 C -0.24955 0.92726 2.03332  C7 1.508, C8 1.588, H9 1.058, H12 1.107
6 C -0.52455 1.32611 -0.55153  N3 1.476, C7 1.333, H17 1.121
7 C -0.21371 1.64145 0.70572  C5 1.508, C6 1.333, H13 1.150
8 C -0.70122 -0.58670 1.87762  C4 1.558, C5 1.588, H10 1.184, H21 1.116
9 H 0.63639 1.10479 2.58304  C5 1.058
10 H -1.79758 -0.46026 1.44889  C8 1.184
11 H 1.22832 -0.95625 0.74810  C4 1.035
12 H -1.01811 1.50862 2.57832  C5 1.107
13 H 0.20676 2.71197 0.71978  C7 1.150
14 H 0.18671 -2.31775 0.87965  C4 1.090
15 H 0.93624 -0.04826 -1.64846  O1 0.944
16 H -0.32151 -0.99569 -0.04721  C4 1.047
17 H -0.98481 0.41813 -1.02206  C6 1.121
18 H -0.39425 1.81565 -2.61618  N3 1.058
19 H 0.14743 -2.03672 -2.30369  O2 0.992
20 H -0.52086 3.08403 -1.51661  N3 1.038
21 H -0.90433 -0.97769 2.90321  C8 1.116
22 H 0.67335 -2.88692 -1.45102  O2 0.983
23 H 2.11476 -0.61622 -0.97473  O1 0.877

ORCA calculation (ωB97M-V with the def2-TZVPD basis set) on a cluster of 3 separate species, C5H15NO2 in total at a distorted geometry.

Calculated values
orbital gap = 9.017 eV
LUMO = 0.74 eV
HOMO level = -8.3 eV
total charge = 0
SMILES = CN1CCCC1.O.O

Bonds (Å) are listed after each position.
Geometry (Å):
1 O 1.89182 -0.19687 -2.58669  H18 0.964, H23 0.971
2 O -2.49925 -1.88887 2.10448  H9 0.953, H13 0.953
3 N -0.72691 0.64685 -0.14488  C4 1.479, C5 1.445, C8 1.465
4 C -0.42932 -0.79195 0.02175  N3 1.479, C6 1.542, H12 1.085, H17 1.082
5 C -1.13149 1.03502 -1.47716  N3 1.445, H10 1.083, H19 1.102, H22 1.094
6 C 0.73591 -0.87752 1.02804  C4 1.542, C7 1.534, H20 1.094, H21 1.082
7 C 1.45925 0.46586 0.86860  C6 1.534, C8 1.530, H11 1.091, H14 1.085
8 C 0.33146 1.43058 0.49585  N3 1.465, C7 1.530, H15 1.095, H16 1.091
9 H -3.27289 -1.33226 2.12041  O2 0.953
10 H -1.32388 0.18022 -2.11325  C5 1.083
11 H 1.92738 0.80741 1.79282  C7 1.091
12 H -0.03021 -1.17750 -0.91066  C4 1.085
13 H -1.60126 -1.57027 2.08162  O2 0.953
14 H 2.15016 0.43968 0.03255  C7 1.085
15 H 0.67770 2.20133 -0.20029  C8 1.095
16 H -0.08061 1.99212 1.33511  C8 1.091
17 H -1.35376 -1.28613 0.29078  C4 1.082
18 H 2.61894 -0.79415 -2.37855  O1 0.964
19 H -2.09957 1.56154 -1.46847  C5 1.102
20 H 0.30194 -0.90207 2.03233  C6 1.094
21 H 1.35184 -1.73812 0.80303  C6 1.082
22 H -0.44110 1.70294 -2.00017  C5 1.094
23 H 1.54388 0.09216 -1.72726  O1 0.971

ORCA calculation (ωB97M-V with the def2-TZVPD basis set) on a cluster of 2 separate species, C5H15NO2 in total at a distorted geometry.

Calculated values
orbital gap = 10.123 eV
LUMO = 0.86 eV
HOMO level = -9.3 eV
total charge = 0
SMILES = NCCCCCO.O

Bonds (Å) are listed after each position.
Geometry (Å):
1 O -0.18734 -2.33856 -0.29264  C5 1.434, H17 1.053
2 O 2.94231 -0.45269 3.00715  H21 0.960, H22 0.941
3 N -2.48059 0.32652 -0.24659  C6 1.421, H10 1.034, H16 0.920
4 C 0.27372 0.27576 -1.37968  C7 1.525, C8 1.539, H9 1.092, H14 1.071
5 C 1.03061 -1.63064 -0.02593  O1 1.434, C7 1.560, H11 1.166, H15 1.082
6 C -1.75590 1.52074 0.01428  N3 1.421, C8 1.598, H18 1.031, H19 1.022
7 C 0.82760 -0.08448 -0.00546  C4 1.525, C5 1.560, H20 1.071, H23 1.075
8 C -0.64319 1.48718 -1.13249  C4 1.539, C6 1.598, H12 1.086, H13 1.115
9 H 1.09987 0.46796 -2.06741  C4 1.092
10 H -2.72181 -0.25550 0.57296  N3 1.034
11 H 1.74181 -2.12788 -0.80509  C5 1.166
12 H -1.00280 1.74580 -2.12398  C8 1.086
13 H 0.08530 2.31346 -0.96310  C8 1.115
14 H -0.27593 -0.52008 -1.84020  C4 1.071
15 H 1.31210 -1.92288 0.97696  C5 1.082
16 H -3.21719 0.57124 -0.74111  N3 0.920
17 H -0.84673 -1.82653 -0.93475  O1 1.053
18 H -1.23875 1.67763 0.89182  C6 1.031
19 H -2.25908 2.39100 -0.16840  C6 1.022
20 H 1.72277 0.45226 0.23606  C7 1.071
21 H 2.79896 -0.99861 3.78351  O2 0.960
22 H 2.60773 -1.08107 2.39204  O2 0.941
23 H 0.18653 0.00940 0.85206  C7 1.075

ORCA calculation (ωB97M-V with the def2-TZVPD basis set) on a cluster of 2 separate species, C5H15NO2 in total at a distorted geometry.

Calculated values
orbital gap = 10.004 eV
LUMO = 0.74 eV
HOMO level = -9.3 eV
total charge = 0
SMILES = CNCCCCO.O

Bonds (Å) are listed after each position.
Geometry (Å):
1 O -0.20743 -2.40714 1.69955  C4 1.446, H10 0.962
2 O 1.62442 -1.22036 -2.77516  H9 0.969, H15 0.966
3 N 0.40323 0.65742 -0.87001  C7 1.468, C8 1.487, H21 1.008
4 C -1.10136 -1.74515 0.77588  O1 1.446, C5 1.529, H11 1.082, H13 1.089
5 C -1.52977 -0.35492 1.24672  C4 1.529, C6 1.559, H14 1.095, H20 1.091
6 C -0.41443 0.70072 1.51735  C5 1.559, C8 1.538, H16 1.081, H19 1.058
7 C 0.72658 1.92029 -1.54574  N3 1.468, H17 1.091, H18 1.091, H23 1.089
8 C 0.78916 0.59565 0.56518  N3 1.487, C6 1.538, H12 1.088, H22 1.083
9 H 1.41828 -0.86372 -1.89756  O2 0.969
10 H 0.49509 -1.78465 1.91140  O1 0.962
11 H -1.99614 -2.35327 0.78925  C4 1.082
12 H 1.53188 1.37117 0.73904  C8 1.088
13 H -0.56812 -1.72118 -0.17372  C4 1.089
14 H -2.21435 0.05705 0.49743  C5 1.095
15 H 0.75891 -1.33755 -3.18816  O2 0.966
16 H -0.10343 0.51515 2.53544  C6 1.081
17 H -0.11549 2.60721 -1.64531  C7 1.091
18 H 1.20784 1.69930 -2.49957  C7 1.091
19 H -0.80952 1.65403 1.28286  C6 1.058
20 H -2.10418 -0.51573 2.15973  C5 1.091
21 H -0.57268 0.40580 -0.90021  N3 1.008
22 H 1.30898 -0.33911 0.73836  C8 1.083
23 H 1.47251 2.45900 -0.96276  C7 1.089

ORCA calculation (ωB97M-V with the def2-TZVPD basis set) on a cluster of 2 separate species, C5H15NO2 in total at a distorted geometry.

Calculated values
orbital gap = 9.707 eV
LUMO = 0.86 eV
HOMO level = -8.8 eV
total charge = 0
SMILES = CNCC[C@H](C)O.O

Bonds (Å) are listed after each position.
Geometry (Å):
1 O -1.56049 4.97454 -2.64008  H18 0.960, H19 0.987
2 O 0.19710 -0.93950 2.23756  C6 1.452, H9 1.079
3 N 0.59902 0.82112 -0.45124  C4 1.454, C7 1.518, H11 1.063
4 C 1.96857 0.90352 -0.93322  N3 1.454, H13 0.976, H16 1.108, H20 1.189
5 C -0.41801 -3.10003 1.86035  C6 1.469, H10 1.045, H12 1.174, H22 1.116
6 C 0.14484 -1.92874 1.17572  O2 1.452, C5 1.469, C8 1.561, H21 1.138
7 C -0.07094 -0.40043 -1.05290  N3 1.518, C8 1.510, H14 1.126, H17 1.075
8 C -0.68191 -1.22471 0.05439  C6 1.561, C7 1.510, H15 1.144, H23 1.176
9 H -0.75416 -0.54163 2.55466  O2 1.079
10 H -0.74608 -3.95609 1.35939  C5 1.045
11 H 0.75828 0.72474 0.59568  N3 1.063
12 H -1.38356 -2.68141 2.38135  C5 1.174
13 H 2.31636 1.79902 -0.76191  C4 0.976
14 H 0.67338 -0.96549 -1.68136  C7 1.126
15 H -1.37165 -0.44524 0.52869  C8 1.144
16 H 2.11866 0.52646 -1.96386  C4 1.108
17 H -0.79714 -0.03813 -1.75749  C7 1.075
18 H -0.64826 4.75026 -2.44349  O1 0.960
19 H -1.84080 4.99921 -1.69426  O1 0.987
20 H 2.74056 0.13784 -0.45252  C4 1.189
21 H 1.21126 -2.18659 0.87198  C6 1.138
22 H 0.17099 -3.62197 2.65103  C5 1.116
23 H -1.38924 -2.02682 -0.43514  C8 1.176

ORCA calculation (ωB97M-V with the def2-TZVPD basis set) on a cluster of 3 separate species, C5H15NO2 in total at a distorted geometry.

Calculated values
orbital gap (alpha / beta) = 10.993 / 5.844 eV
LUMO (alpha / beta) = -3.34 / -7.99 eV
HOMO level (alpha / beta) = -14.3 / -13.8 eV
2S+1 = 2
total charge = +1

Bonds (Å) are listed after each position.
Geometry (Å):
1 O 0.86616 -1.33262 2.04837  H18 0.971, H21 0.962
2 O -0.90668 -2.88987 0.10921  H11 0.965, H23 0.975
3 N -0.25580 -0.90407 -1.69379  C8 1.379, H17 1.012, H19 1.012
4 C 0.98800 1.22881 -1.88402  C8 1.522, H9 1.095, H12 1.088, H15 1.081
5 C -0.27554 1.35814 2.21020  C7 1.390, H10 1.081, H22 1.080
6 C -0.85920 0.87569 -0.13901  C7 1.454, C8 1.660, H13 1.082, H20 1.084
7 C -0.17137 1.67638 0.86125  C5 1.390, C6 1.454, H16 1.080
8 C 0.33837 0.14864 -1.03018  N3 1.379, C4 1.522, C6 1.660, H14 1.091
9 H 0.23718 1.81672 -2.42191  C4 1.095
10 H -0.82391 0.49421 2.55911  C5 1.081
11 H -1.57673 -2.91314 0.80384  O2 0.965
12 H 1.74671 0.85851 -2.56974  C4 1.088
13 H -1.50906 1.48222 -0.75653  C6 1.082
14 H 1.02142 -0.28542 -0.29786  C8 1.091
15 H 1.45567 1.91170 -1.18837  C4 1.081
16 H 0.39571 2.58109 0.69871  C7 1.080
17 H -0.72681 -0.71871 -2.57038  N3 1.012
18 H 0.62718 -2.08208 1.47911  O1 0.971
19 H 0.25756 -1.77584 -1.72114  N3 1.012
20 H -1.35553 0.05314 0.36279  C6 1.084
21 H 1.50038 -1.66409 2.69160  O1 0.962
22 H 0.09132 2.15181 2.84490  C5 1.080
23 H -1.06503 -2.07121 -0.39617  O2 0.975

Number 1: molar mass 121.180 g mol⁻¹, electronic energy -404.6379 Ha. Number 2: molar mass 121.180 g mol⁻¹, electronic energy -404.6957 Ha. Number 3: molar mass 121.180 g mol⁻¹, electronic energy -404.6558 Ha. Number 4: molar mass 121.180 g mol⁻¹, electronic energy -404.7011 Ha. Number 5: molar mass 121.180 g mol⁻¹, electronic energy -404.6366 Ha. Number 6: molar mass 121.180 g mol⁻¹, electronic energy -404.3921 Ha.